1.
7 unconnected molecules or ions with the total composition C34H78BN6O17 in a non-equilibrium geometry. Source: OMol25; level of theory: ωB97M-V with the def2-TZVPD basis set.

Each line ends with the Löwdin spin population.
Geometry (Å):
O: -4.966 18.284 -25.092  0.00
C: -3.798 17.886 -25.214  0.00
O: -3.241 16.786 -24.662  0.00
B: -1.900 16.743 -25.319  0.00
O: -1.629 18.034 -25.955  0.00
C: -2.757 18.675 -26.130  0.00
O: -2.929 19.747 -26.686  0.00
O: -1.849 15.492 -26.149  0.00
C: -0.795 14.686 -25.871  0.00
O: -0.494 13.730 -26.518  0.00
C: -0.297 15.146 -24.582  0.00
O: -0.782 16.458 -24.361  0.00
O: 0.540 14.647 -23.802  0.00
C: 3.041 21.237 -16.177  0.00
O: 3.715 20.344 -17.065  0.00
C: 4.330 20.841 -18.295  0.00
C: 3.396 21.258 -19.609  0.00
N: 2.576 20.177 -20.076  0.00
C: 1.641 20.544 -21.134  0.00
C: 1.851 19.665 -22.373  0.00
O: 1.348 20.434 -23.452  0.00
C: 1.229 19.797 -24.729  0.00
H: 2.805 20.888 -15.172  0.00
H: 1.967 21.314 -16.345  0.00
H: 3.545 22.204 -16.165  0.00
H: 4.990 19.985 -18.432  0.00
H: 5.159 21.549 -18.259  0.00
H: 4.018 21.547 -20.456  0.00
H: 2.820 22.121 -19.273  0.00
H: 2.186 19.794 -19.226  0.00
H: 1.740 21.574 -21.478  0.00
H: 0.593 20.517 -20.837  0.00
H: 1.243 18.761 -22.380  0.00
H: 2.931 19.544 -22.460  0.00
H: 0.282 19.257 -24.690  0.00
H: 2.033 19.172 -25.117  0.00
H: 1.046 20.556 -25.489  0.00
C: -2.531 5.263 -23.061  0.00
O: -2.357 6.551 -23.655  0.00
C: -3.072 7.626 -23.171  0.00
C: -3.324 8.549 -24.365  0.00
N: -2.185 9.194 -25.102  0.00
C: -1.369 9.832 -24.070  0.00
C: -0.314 10.644 -24.816  0.00
O: 0.534 10.007 -25.745  0.00
C: 1.682 10.667 -26.103  0.00
H: -2.022 4.493 -23.640  0.00
H: -3.591 5.050 -22.919  0.00
H: -2.191 5.196 -22.027  0.00
H: -2.736 8.025 -22.214  0.00
H: -4.102 7.279 -23.083  0.00
H: -3.972 9.343 -23.995  0.00
H: -3.955 7.991 -25.057  0.00
H: -2.774 9.877 -25.556  0.00
H: -0.913 9.087 -23.418  0.00
H: -1.833 10.579 -23.426  0.00
H: 0.178 11.384 -24.184  0.00
H: -0.793 11.377 -25.465  0.00
H: 1.476 11.687 -26.428  0.00
H: 2.224 10.207 -26.929  0.00
H: 2.376 10.708 -25.264  0.00
C: -3.002 8.226 -30.694  0.00
O: -3.047 9.676 -30.647  0.01
C: -4.292 10.084 -30.140  0.00
C: -4.287 11.659 -30.136  0.05
N: -3.190 12.139 -29.245  0.52
C: -3.529 12.093 -27.860  0.05
C: -4.724 12.972 -27.411  0.05
O: -4.293 14.314 -28.000  0.01
C: -4.865 15.231 -27.164  0.00
H: -2.239 8.051 -31.453  0.00
H: -3.938 7.686 -30.836  0.00
H: -2.443 7.825 -29.849  0.00
H: -4.369 9.612 -29.161  0.00
H: -5.179 9.751 -30.679  0.00
H: -5.216 12.044 -29.716  0.02
H: -4.241 11.987 -31.174  0.00
H: -3.338 13.127 -29.396  0.01
H: -2.719 12.483 -27.243  0.01
H: -3.736 11.071 -27.543  0.00
H: -4.866 13.027 -26.332  0.00
H: -5.668 12.564 -27.771  0.00
H: -5.897 15.441 -27.443  0.00
H: -4.343 16.125 -27.506  0.00
H: -4.781 15.047 -26.093  0.00
C: 0.970 14.315 -29.477  0.01
C: -0.092 13.362 -29.808  0.01
C: -0.200 12.937 -31.269  0.00
O: -1.239 11.906 -31.506  0.01
C: -1.208 11.530 -32.878  0.00
N: -0.109 12.288 -28.848  0.21
H: 1.932 13.943 -29.829  0.00
H: 1.020 14.482 -28.401  0.00
H: 0.903 15.280 -29.980  0.00
H: -1.024 13.846 -29.517  0.00
H: 0.711 12.467 -31.639  0.00
H: -0.398 13.784 -31.926  0.00
H: -1.147 12.432 -33.487  0.00
H: -2.074 10.883 -33.016  0.00
H: -0.306 10.975 -33.136  0.00
H: -0.122 12.792 -27.972  0.00
H: 0.845 11.984 -28.710  0.01
C: -3.617 13.215 -22.753  0.00
C: -3.016 13.022 -21.392  0.00
C: -1.637 13.698 -21.373  0.00
O: -1.045 14.057 -20.155  0.00
C: 0.148 14.711 -20.270  0.00
N: -3.896 13.831 -20.520  0.00
H: -3.688 14.244 -23.106  0.00
H: -4.631 12.827 -22.854  0.00
H: -2.998 12.691 -23.481  0.00
H: -2.893 11.960 -21.178  0.00
H: -1.590 14.480 -22.130  0.00
H: -1.004 12.948 -21.848  0.00
H: 0.297 15.123 -19.272  0.00
H: 0.018 15.445 -21.065  0.00
H: 0.985 14.045 -20.482  0.00
H: -3.311 14.255 -19.814  0.00
H: -3.890 14.748 -20.942  0.00
C: -7.812 16.006 -21.842  0.00
C: -6.361 15.778 -21.297  0.00
C: -5.532 17.084 -21.444  0.00
O: -4.126 16.670 -21.092  0.00
C: -3.251 17.800 -21.191  0.00
N: -6.503 15.363 -19.905  0.00
H: -7.686 16.375 -22.860  0.00
H: -8.482 16.748 -21.408  0.00
H: -8.399 15.093 -21.943  0.00
H: -5.887 14.937 -21.803  0.00
H: -5.875 17.890 -20.795  0.00
H: -5.462 17.351 -22.499  0.00
H: -3.356 18.107 -22.231  0.00
H: -2.173 17.675 -21.091  0.00
H: -3.526 18.653 -20.570  0.00
H: -5.758 15.863 -19.442  0.00
H: -7.344 15.862 -19.651  0.00

Results
calculated total energy = -2974.38720 hartree
⟨S²⟩ = 0.76
net charge = 0
2S+1 = 2

2.
A molecular structure, C34H78CuKN4O16 in a non-equilibrium geometry. Source: OMol25; level of theory: ωB97M-V with the def2-TZVPD basis set.

Each line ends with the Löwdin spin population.
Geometry (Å):
K: 2.172 2.649 -1.952  0.00
Cu: -4.123 -1.801 1.986  0.01
C: -0.593 0.835 1.934  0.12
C: 0.483 0.841 1.111  0.00
C: 0.543 -0.092 -0.062  0.03
O: 1.287 0.016 -1.111  0.20
C: -0.326 -1.167 -0.143  0.38
C: -1.369 -1.343 0.794  0.03
C: -1.665 -0.223 1.915  0.00
O: -2.760 -0.214 2.498  0.01
O: -2.144 -2.324 0.696  0.19
O: 1.342 1.801 1.313  0.00
H: -0.665 1.597 2.697  0.01
H: -0.343 -1.931 -0.906  0.01
C: 5.491 -3.383 2.986  0.00
O: 6.082 -2.124 2.881  0.00
C: 5.194 -1.008 2.893  0.03
C: 6.146 0.191 3.092  0.08
N: 5.625 1.523 3.355  0.70
C: 4.671 2.174 2.355  0.06
C: 4.584 3.681 2.592  0.00
O: 5.862 4.186 2.179  0.01
C: 5.894 5.599 2.226  0.00
H: 6.196 -4.117 2.596  0.00
H: 4.541 -3.538 2.474  0.00
H: 5.397 -3.598 4.050  0.00
H: 4.535 -1.044 3.760  0.00
H: 4.589 -1.015 1.986  0.00
H: 6.740 0.258 2.180  0.05
H: 6.905 0.072 3.865  0.00
H: 6.215 2.083 3.954  0.02
H: 3.726 1.672 2.564  0.03
H: 4.921 1.854 1.343  0.02
H: 4.297 3.889 3.623  0.00
H: 3.855 4.207 1.975  0.00
H: 5.901 5.926 3.266  0.00
H: 4.972 6.040 1.847  0.00
H: 6.828 5.867 1.734  0.00
C: 4.511 0.111 -2.008  0.00
O: 4.365 1.360 -2.668  0.00
C: 4.592 1.150 -4.097  0.00
C: 4.216 2.474 -4.803  0.00
N: 2.750 2.759 -4.808  0.00
C: 2.469 3.983 -5.605  0.00
C: 0.905 4.255 -5.666  0.00
O: 0.491 4.906 -4.482  0.00
C: -0.758 5.679 -4.605  0.00
H: 4.470 0.426 -0.965  0.00
H: 5.509 -0.271 -2.222  0.00
H: 3.694 -0.583 -2.207  0.00
H: 4.015 0.366 -4.586  0.00
H: 5.646 0.903 -4.222  0.00
H: 4.643 2.428 -5.805  0.00
H: 4.787 3.206 -4.233  0.00
H: 2.185 2.010 -5.183  0.00
H: 2.859 3.732 -6.592  0.00
H: 3.005 4.824 -5.166  0.00
H: 0.413 3.330 -5.966  0.00
H: 0.729 4.894 -6.531  0.00
H: -1.619 5.148 -5.009  0.00
H: -0.534 6.504 -5.281  0.00
H: -1.064 6.207 -3.702  0.00
C: -0.131 -3.124 -6.408  0.00
O: -0.176 -3.799 -5.185  0.00
C: -0.481 -3.045 -4.034  0.00
C: -0.864 -4.094 -2.959  0.00
N: -2.065 -4.879 -3.381  0.00
C: -3.251 -4.095 -3.021  0.00
C: -4.464 -5.028 -3.116  0.00
O: -4.912 -5.254 -4.454  0.00
C: -4.382 -6.529 -4.928  0.00
H: 0.761 -2.515 -6.558  0.00
H: -0.955 -2.411 -6.386  0.00
H: -0.205 -3.748 -7.298  0.00
H: -1.382 -2.438 -4.120  0.00
H: 0.384 -2.500 -3.655  0.00
H: -1.048 -3.483 -2.076  0.00
H: -0.051 -4.753 -2.654  0.00
H: -2.112 -4.939 -4.388  0.00
H: -3.440 -3.305 -3.748  0.00
H: -3.229 -3.631 -2.035  0.00
H: -5.338 -4.498 -2.738  0.00
H: -4.186 -5.923 -2.561  0.00
H: -3.377 -6.803 -4.606  0.00
H: -4.414 -6.566 -6.017  0.00
H: -5.011 -7.359 -4.608  0.00
C: -6.270 0.778 2.818  0.00
O: -5.479 -0.372 3.208  0.00
C: -5.533 -0.698 4.610  0.00
C: -4.152 -1.314 5.100  0.00
N: -3.671 -2.356 4.237  0.00
C: -4.297 -3.610 4.585  0.00
C: -3.971 -4.678 3.544  0.00
O: -4.076 -4.158 2.209  0.00
C: -4.397 -5.092 1.146  0.00
H: -5.700 1.706 2.857  0.00
H: -7.242 0.899 3.295  0.00
H: -6.560 0.649 1.776  0.00
H: -6.407 -1.332 4.757  0.00
H: -5.813 0.172 5.204  0.00
H: -4.214 -1.714 6.112  0.00
H: -3.440 -0.505 5.265  0.00
H: -2.698 -2.488 4.472  0.00
H: -5.383 -3.520 4.554  0.00
H: -4.133 -4.050 5.569  0.00
H: -4.641 -5.532 3.643  0.00
H: -2.969 -5.093 3.659  0.00
H: -3.870 -6.045 1.196  0.00
H: -4.236 -4.604 0.184  0.00
H: -5.419 -5.469 1.147  0.00
C: -0.759 5.097 0.474  0.00
O: -0.095 4.088 -0.289  0.00
H: -0.380 6.115 0.388  0.00
H: -1.818 5.191 0.231  0.00
H: -0.746 4.858 1.537  0.00
H: -0.003 3.243 0.157  0.00
C: -2.121 2.424 5.678  0.00
O: -1.433 3.501 6.319  0.00
H: -3.178 2.675 5.759  0.00
H: -1.808 2.323 4.638  0.00
H: -2.051 1.562 6.342  0.00
H: -1.449 4.211 5.674  0.00
C: 1.153 2.431 4.743  0.00
O: 1.352 3.463 3.846  0.00
H: 0.257 1.876 4.466  0.00
H: 2.020 1.770 4.717  0.00
H: 1.108 2.859 5.744  0.00
H: 1.249 3.185 2.932  0.00
C: -1.271 0.908 -2.913  0.00
O: -0.149 0.490 -3.549  0.00
H: -2.078 1.079 -3.625  0.00
H: -1.558 0.008 -2.369  0.00
H: -1.099 1.818 -2.337  0.00
H: 0.469 0.126 -2.911  0.00

Results
calculated total energy = -5004.64803 hartree
⟨S²⟩ = 2.03
net charge = +2
2S+1 = 3